A cluster of 11 separate species, C57H61N11O19 in total at a distorted geometry, computed with ωB97M-V/def2-TZVPD.

Output
structure (SMILES)	O=[N+]([O-])c1ccccc1.O=[N+]([O-])c1ccccc1.O=[N+]([O-])c1ccccc1.O=[N+]([O-])c1ccccc1.O=[N+]([O-])c1ccccc1.O=[N+]([O-])c1ccccc1.O=[N+]([O-])c1ccccc1.O=[N+]([O-])c1ccccc1.CN(C)C=O.CN(C)C=O.CN(C)C=O
total energy	-115364.873	eV
energy above the lowest of the compared OMol25 structures with the same formula, charge and spin	231.9	kJ/mol
frontier orbital gap	8.3433	eV

XYZ file:
```
148
Properties=species:S:1:pos:R:3:forces:R:3
O -6.0900 -3.4161 -8.0020 0.372 0.830 0.478
N -5.6820 -2.3211 -7.6343 -0.594 0.153 0.843
O -5.9136 -1.8106 -6.5247 0.473 -0.706 -1.801
C -4.8852 -1.5524 -8.6095 0.890 0.654 -1.468
C -4.6612 -0.1851 -8.4829 -0.173 0.292 0.236
C -3.9045 0.5448 -9.4221 -0.684 -1.358 1.532
C -3.3942 -0.1149 -10.5176 0.569 -0.148 -0.345
C -3.5776 -1.4954 -10.7132 -1.673 0.733 1.450
C -4.3583 -2.1893 -9.7480 0.664 -0.045 -0.393
H -5.0965 0.3633 -7.6606 0.032 -0.167 0.240
H -3.6804 1.5557 -9.1151 -0.011 0.206 -0.652
H -2.7974 0.4753 -11.1973 0.064 -0.163 -0.312
H -3.2754 -1.9534 -11.6434 0.222 -0.246 0.230
H -4.5072 -3.2528 -9.8627 -0.145 -0.036 -0.032
O -6.3056 6.1232 5.6065 -2.561 0.371 -0.241
N -7.5451 6.2782 5.7896 3.386 0.000 2.195
O -7.9790 7.0083 6.6816 0.061 -0.535 -1.369
C -8.4420 5.4180 5.0811 -0.550 -0.525 -1.791
C -9.7915 5.6204 5.2721 -0.587 0.827 0.599
C -10.7474 4.9390 4.5719 0.443 -0.864 0.171
C -10.3353 3.9586 3.6772 0.278 -0.369 -0.446
C -8.9772 3.7320 3.3923 0.128 1.776 1.465
C -7.9993 4.5094 4.1017 -1.121 -0.776 -0.277
H -10.1987 6.3330 5.9742 0.645 0.193 0.212
H -11.7587 5.1384 4.8942 -0.259 -0.288 -0.577
H -11.0645 3.3288 3.1894 -0.131 0.056 -0.159
H -8.7142 3.0240 2.6203 0.250 -0.051 0.174
H -6.9470 4.3490 3.9193 0.024 0.183 0.046
O 5.1400 7.5022 8.1285 -1.120 -0.647 -0.252
N 4.9279 8.1698 7.1270 0.558 -0.580 1.233
O 5.7092 9.0337 6.8211 -0.252 0.947 -1.326
C 3.7198 7.8897 6.2950 0.016 -0.204 0.194
C 3.5094 8.6486 5.1704 0.684 0.798 0.079
C 2.4526 8.3631 4.3350 -0.241 -0.006 -0.160
C 1.5913 7.3467 4.6546 0.299 -0.716 0.599
C 1.7677 6.5927 5.8488 -0.942 1.019 -1.750
C 2.8405 6.8664 6.6581 0.609 -0.144 0.430
H 4.1601 9.4852 4.9629 0.193 -0.080 -0.018
H 2.2611 8.9169 3.4278 0.256 0.196 0.006
H 0.8422 7.1289 3.9076 -0.426 -0.265 0.381
H 0.9661 5.8962 6.0455 0.414 -0.407 0.457
H 3.0502 6.2795 7.5401 -0.048 0.087 0.116
O 5.9617 2.6820 -7.9354 0.579 -0.088 -0.576
N 5.7221 1.5301 -8.2576 -1.297 0.982 1.559
O 4.8455 0.8896 -7.6925 0.370 -0.521 -0.634
C 6.4706 0.9127 -9.3042 1.390 -1.642 -2.306
C 6.1855 -0.3778 -9.7642 0.936 -0.964 -0.925
C 7.0702 -0.9646 -10.7021 0.469 1.235 0.375
C 8.1735 -0.2703 -11.2299 0.321 -0.939 0.563
C 8.4729 1.0179 -10.8189 -1.610 -0.282 0.444
C 7.5830 1.5397 -9.8997 -0.311 1.598 1.584
H 5.4134 -1.0813 -9.4895 -0.386 0.689 0.721
H 6.9965 -2.0155 -10.9402 -0.390 0.024 -0.118
H 8.9015 -0.8440 -11.7843 -0.098 0.056 -0.476
H 9.2929 1.6517 -11.1229 0.140 -0.388 -0.211
H 7.8162 2.5161 -9.5014 -0.109 0.231 0.015
O -7.7066 -3.6131 6.2847 -0.508 0.150 0.268
N -8.0826 -3.6196 7.4404 0.292 0.997 1.102
O -8.5181 -2.6501 8.0836 0.527 -1.280 -1.268
C -7.9084 -4.8692 8.2016 -0.504 -0.945 -0.260
C -8.1643 -6.1018 7.5610 -0.116 0.716 -0.314
C -8.0840 -7.2969 8.2434 0.255 1.345 0.864
C -7.7329 -7.2161 9.6054 0.632 -0.500 0.121
C -7.5033 -6.0220 10.2907 -0.377 0.654 -2.306
C -7.5891 -4.8043 9.5311 -0.003 -1.381 1.959
H -8.4573 -6.0939 6.5215 0.058 0.122 -0.104
H -8.3025 -8.2255 7.7372 0.128 -0.073 0.154
H -7.4911 -8.1494 10.0920 -0.414 -0.126 0.373
H -7.2687 -5.9977 11.3446 0.110 -0.037 -0.071
H -7.4204 -3.9037 10.1028 -0.081 0.356 -0.520
O 3.3725 -3.3091 4.8398 -0.157 0.629 1.058
N 2.6143 -4.2460 4.7910 0.153 -0.911 -1.704
O 2.6512 -5.0253 3.8288 -0.954 0.169 1.288
C 1.6555 -4.4993 5.8954 0.948 0.656 3.423
C 0.5814 -5.3617 5.7877 0.825 -0.183 -3.204
C -0.1211 -5.8352 6.8235 -0.443 0.281 3.718
C 0.2522 -5.4012 8.1197 -0.332 0.483 0.404
C 1.2424 -4.4606 8.3382 0.860 0.143 -1.887
C 1.9899 -4.0303 7.2328 -0.044 -0.883 -2.003
H 0.3504 -5.7630 4.8120 0.029 0.143 -0.289
H -0.9628 -6.5098 6.7699 0.129 -0.092 -0.475
H -0.1976 -5.7025 9.0542 -0.640 -0.604 -0.309
H 1.5493 -4.0878 9.3043 -0.248 -0.250 0.172
H 2.9194 -3.5046 7.3935 -0.128 0.422 -0.197
O 8.1396 8.8711 -2.0059 -2.461 -1.346 1.231
N 7.1848 8.2022 -1.5269 -0.642 1.490 -2.502
O 5.9917 8.2199 -1.9505 3.076 0.469 0.853
C 7.4749 7.2536 -0.4890 2.551 1.087 1.244
C 6.6700 6.1868 -0.4027 -1.437 -1.616 -1.210
C 6.9247 5.1212 0.4243 0.740 0.924 1.668
C 7.9936 5.2608 1.3214 0.403 0.244 -0.609
C 8.8909 6.3883 1.2768 -1.421 -1.423 -1.478
C 8.6512 7.3783 0.3187 -1.031 -0.417 0.298
H 5.8785 6.0531 -1.1253 -0.179 0.400 0.051
H 6.1945 4.3255 0.4266 0.389 -0.351 0.190
H 8.1950 4.4339 1.9864 0.164 0.072 0.227
H 9.8320 6.2947 1.7983 -0.145 0.487 0.358
H 9.2977 8.2412 0.2563 -0.014 -0.017 -0.313
O 11.6755 -3.6801 -6.3539 -0.851 -0.169 0.316
N 11.0847 -2.7773 -5.7956 1.123 1.613 0.126
O 11.4929 -1.5952 -5.8452 -1.244 -1.829 0.362
C 9.8748 -3.0729 -4.9638 -1.665 -0.762 -0.204
C 9.1581 -4.2905 -5.0762 1.132 0.649 -0.317
C 7.9571 -4.4716 -4.3963 0.771 0.167 1.273
C 7.4908 -3.4857 -3.5208 0.468 0.997 -0.899
C 8.2283 -2.2959 -3.3784 -1.172 -0.877 0.277
C 9.3402 -2.0889 -4.1382 1.817 0.527 -0.934
H 9.5711 -5.0636 -5.7072 -0.023 -0.138 0.008
H 7.5431 -5.4613 -4.2723 -0.365 -0.053 -0.785
H 6.4902 -3.5314 -3.1170 0.155 -0.379 0.540
H 7.9217 -1.5418 -2.6686 -0.202 0.135 -0.161
H 9.8471 -1.1360 -4.1750 0.048 0.125 0.388
C -1.6395 6.4468 -2.9646 -0.900 -2.534 0.058
N -2.1944 7.6996 -2.6907 -0.471 1.124 0.387
C -3.2007 7.7339 -1.6161 -0.028 1.148 0.022
C -1.5181 8.8093 -3.0971 0.483 -0.775 1.408
O -1.6953 9.9118 -2.6580 -0.502 1.161 -0.147
H -1.2816 5.9461 -2.0650 0.864 0.290 0.195
H -0.9242 6.3971 -3.7855 -0.100 0.238 0.174
H -2.4957 5.8005 -3.1575 0.063 -0.413 -0.837
H -2.9601 8.5736 -0.9640 0.093 -0.029 0.092
H -4.2202 7.9312 -1.9471 0.064 0.008 -0.542
H -3.2854 6.8357 -1.0043 0.669 -0.206 -0.333
H -0.6401 8.5570 -3.7116 -0.229 -0.017 -0.471
C -0.7895 -1.0995 -1.3934 0.409 -0.375 -1.052
N -1.6967 -1.6378 -0.4233 0.635 1.185 0.825
C -2.2394 -2.9464 -0.5742 -0.707 -0.058 -1.288
C -1.9106 -0.8866 0.6708 0.922 2.931 0.711
O -1.5830 0.3359 0.7962 -0.956 -3.654 -0.322
H -0.1861 -0.2798 -1.0034 -0.406 -0.071 0.184
H -1.3055 -0.7768 -2.2977 -0.049 0.164 -0.053
H -0.1090 -1.8994 -1.6853 0.110 -0.090 -0.116
H -2.9094 -2.9617 -1.4338 -0.627 0.334 -0.024
H -1.5213 -3.6672 -0.9655 0.519 -0.256 1.076
H -2.8476 -3.1919 0.2963 0.481 -0.445 0.011
H -2.3278 -1.4842 1.4960 -0.333 0.344 0.042
C -4.4419 -11.8710 1.9467 0.638 -0.643 -1.250
N -4.1638 -11.9709 0.5038 0.153 -0.619 0.652
C -4.5988 -10.7957 -0.2275 0.759 0.382 -0.613
C -3.3808 -12.9871 -0.0351 -1.785 1.806 -3.012
O -3.2309 -13.0227 -1.2743 0.453 -0.528 2.660
H -3.8797 -12.7118 2.3531 -0.471 0.054 0.688
H -5.5200 -11.9149 2.1015 0.065 -0.271 0.281
H -4.0719 -10.9355 2.3663 0.143 0.045 -0.045
H -4.0898 -9.9798 0.2857 -0.306 0.503 -0.183
H -4.3085 -10.7547 -1.2773 0.470 -0.555 0.187
H -5.6689 -10.5968 -0.2848 -0.198 -0.420 0.683
H -3.0403 -13.7588 0.6726 0.080 0.246 -0.049
```
Forces are in eV/Å.